{
  "formula": "C19H43N2OP3RuS",
  "method": "the ωB97M-V functional and the def2-TZVPD basis",
  "species": ["Ru", "S", "P", "P", "P", "O", "N", "N", "C", "C", "C", "C", "C", "C", "C", "C", "C", "C", "C", "C", "C", "C", "C", "C", "C", "C", "C", "H", "H", "H", "H", "H", "H", "H", "H", "H", "H", "H", "H", "H", "H", "H", "H", "H", "H", "H", "H", "H", "H", "H", "H", "H", "H", "H", "H", "H", "H", "H", "H", "H", "H", "H", "H", "H", "H", "H", "H", "H", "H", "H"],
  "positions_angstrom": [[0.043, 0.822, -0.286], [0.029, -0.799, -2.416], [1.705, 1.209, 1.352], [-1.643, 1.805, 0.716], [1.050, 1.904, -1.957], [-0.989, -1.160, 2.623], [-2.869, -2.461, 2.488], [-1.796, -2.105, 4.528], [2.437, 0.943, -2.744], [0.232, -3.292, -3.397], [-1.753, -2.113, -4.073], [-0.890, -3.942, -5.431], [1.985, -2.556, 0.329], [3.439, 0.859, 0.804], [-3.139, 0.880, 0.309], [-0.546, -2.110, -3.323], [1.778, 0.260, 2.963], [1.767, 3.532, -1.594], [-0.698, -1.604, 5.323], [-1.858, -2.979, -5.162], [-1.693, 3.481, 0.101], [-1.825, -1.888, 3.181], [0.105, -4.128, -4.490], [-0.275, 2.212, -3.193], [-1.648, 1.923, 2.535], [1.733, 2.971, 1.936], [0.837, -3.228, 0.192], [0.111, -3.013, 0.987], [2.606, 3.123, 2.595], [-2.883, 0.204, -0.520], [2.685, 3.380, -0.999], [1.028, 4.080, -0.986], [-2.383, 1.222, 2.959], [-0.684, 0.237, 1.171], [-0.173, 3.192, -3.695], [0.264, -1.833, 4.831], [3.351, 1.544, -2.903], [-1.875, 2.946, 2.864], [0.537, -3.812, -0.670], [-2.509, 4.038, 0.565], [-2.690, -2.851, -5.838], [-2.522, -1.391, -3.846], [-0.739, 3.969, 0.331], [0.804, 3.181, 2.493], [-1.822, 3.467, -0.987], [-1.232, 2.198, -2.649], [-3.957, 1.549, 0.012], [-0.749, -2.091, 6.299], [3.767, 1.590, 0.045], [1.986, 4.088, -2.527], [-2.848, -2.329, 1.472], [0.925, 0.498, 3.614], [2.711, 0.488, 3.508], [-0.340, 1.434, -3.970], [-0.894, -4.495, -6.370], [2.708, 0.122, -2.055], [1.805, 3.637, 1.059], [2.550, -2.168, -0.558], [-0.658, 1.628, 2.926], [2.163, 0.478, -3.708], [2.345, -2.160, 1.286], [-2.472, -2.732, 4.954], [-3.467, 0.258, 1.159], [1.014, -3.448, -2.675], [1.750, -0.821, 2.767], [0.845, -4.891, -4.634], [-0.774, -0.506, 5.461], [3.485, -0.154, 0.376], [4.129, 0.909, 1.667], [-3.418, -3.199, 2.878]],
  "lumo_ev": [-11.71, -15.66],
  "e_homo_ev": [-19.67, -19.50],
  "charge": 4,
  "spin_multiplicity": 5
}

{
  "formula": "C4H10N2",
  "method": "the ωB97M-V functional and the def2-TZVPD basis",
  "species": ["N", "N", "C", "C", "C", "C", "H", "H", "H", "H", "H", "H", "H", "H", "H", "H"],
  "positions_angstrom": [[1.879, 0.719, -0.666], [-2.081, 0.858, 0.348], [-3.277, -0.877, -0.855], [-2.341, -0.475, -0.001], [3.750, 0.042, 0.671], [2.549, -0.182, 0.206], [1.314, 0.303, -1.396], [-3.795, -0.199, -1.523], [4.169, -0.616, 1.422], [1.226, 1.291, -0.150], [-1.646, 0.944, 1.250], [1.956, -1.019, 0.573], [-2.894, 1.429, 0.183], [4.352, 0.920, 0.478], [-1.749, -1.210, 0.530], [-3.412, -1.927, -1.071]],
  "lumo_ev": 0.85,
  "e_homo_ev": -8.56,
  "charge": 0,
  "smiles": "C=CN.C=CN",
  "spin_multiplicity": 1
}

{
  "formula": "C3H9N3S2",
  "method": "the ωB97M-V functional and the def2-TZVPD basis",
  "species": ["S", "S", "N", "N", "N", "C", "C", "C", "H", "H", "H", "H", "H", "H", "H", "H", "H"],
  "positions_angstrom": [[-2.884, -0.236, -0.091], [2.145, -0.758, -0.898], [-0.433, 1.289, -0.151], [0.612, 2.163, -0.460], [-1.319, -0.861, 0.242], [-0.340, -0.037, 0.184], [1.004, -0.652, 0.533], [1.731, 0.036, 1.710], [2.572, -0.590, 2.037], [-3.464, -1.437, -0.141], [1.341, 1.676, -1.012], [1.054, 0.124, 2.548], [1.334, -1.500, -1.680], [1.029, 2.482, 0.403], [-1.304, 1.559, -0.622], [2.119, 1.028, 1.468], [0.747, -1.659, 0.835]],
  "lumo_ev": 0.74,
  "e_homo_ev": -8.31,
  "charge": 0,
  "smiles": "C[C@H](S)/C(=N/S)NN",
  "spin_multiplicity": 1
}

ΔE to the lowest compared entry with this formula, charge and spin, record by record: 193.67; 187.65; 41.26 kJ/mol
Strongest force on any atom, record by record: 4.59; 1.42; 1.34 eV/A
Electronic energy, record by record: -2449.9403; -267.8539; -1080.3013 a.u.